17
Properties=species:S:1:pos:R:3:forces:R:3:nbo_charge:R:1 method="wB97M-V/def2-TZVPD" orbital_gap_ev=7.4 lumo_ev=-5.79 homo_energy_ev=-13.24 de_lowest_kcal_mol=0.0 total_charge=+1
Sr 0.993 0.389 -2.369 -0.77 -0.30 1.61 1.94
F 0.484 -0.155 0.072 -0.03 0.82 -2.83 -0.83
O 0.417 -0.775 2.423 -0.33 0.39 -0.53 -0.97
H 1.231 -1.248 2.557 0.44 -0.37 0.35 0.46
H 0.430 -0.546 1.458 -0.06 -0.48 1.79 0.47
O -2.027 -1.042 -0.350 0.16 0.00 -1.18 -0.94
H -1.134 -0.867 -0.028 0.09 0.00 0.58 0.49
H -1.866 -1.679 -1.071 -0.50 0.08 0.53 0.46
O 2.497 -1.355 -0.645 -1.63 0.59 -1.28 -1.02
H 1.664 -0.939 -0.232 1.09 -0.75 0.36 0.49
H 3.228 -0.849 -0.321 0.90 0.25 0.55 0.48
O -0.291 2.145 1.335 -0.45 1.23 -0.25 -0.96
H 0.071 1.368 0.955 0.37 -1.11 -0.58 0.46
H -0.061 2.032 2.249 -0.01 0.11 0.89 0.48
O -1.535 1.104 -2.173 0.78 -0.96 0.89 -1.08
H -1.938 0.674 -1.357 0.27 0.17 -0.80 0.55
H -2.159 1.745 -2.506 -0.32 0.33 -0.10 0.52

21
Properties=species:S:1:pos:R:3:forces:R:3:nbo_charge:R:1 method="wB97M-V/def2-TZVPD" orbital_gap_ev=9.3 lumo_ev=0.89 smiles="CC1=C[C@]23C=CC=C[C@]2(C3)O1" homo_energy_ev=-8.39 de_lowest_kcal_mol=79.6 total_charge=0
C 2.265 -1.546 1.706 1.25 -0.61 -2.26 -0.66
C 1.336 -0.824 0.823 1.35 0.68 -0.27 0.35
C 1.487 0.392 0.279 -0.99 -0.52 1.25 -0.33
C 0.322 0.665 -0.551 -0.47 1.37 1.10 -0.13
C -0.499 1.889 -0.411 1.69 1.48 -0.11 -0.13
C -1.846 1.890 -0.464 1.27 -0.06 0.10 -0.27
C -2.545 0.628 -0.360 -1.10 -1.26 -0.04 -0.24
C -1.926 -0.583 -0.247 -0.88 0.11 0.53 -0.20
C -0.472 -0.658 -0.408 -0.80 -0.71 -0.76 0.23
C 0.188 -0.254 -1.653 -3.32 0.98 -2.80 -0.41
O 0.280 -1.550 0.346 0.10 -0.13 1.24 -0.47
H 3.237 -1.067 1.923 -0.80 0.02 -0.22 0.23
H 2.448 -2.452 1.099 0.45 0.02 0.51 0.23
H 1.787 -1.878 2.556 -0.97 -0.62 2.14 0.22
H 1.992 1.169 0.770 1.20 0.75 0.29 0.22
H 0.116 2.849 -0.210 -1.30 -1.52 -0.43 0.21
H -2.318 2.863 -0.451 -0.47 -0.26 0.14 0.22
H -3.653 0.612 -0.275 0.90 0.25 -0.08 0.22
H -2.540 -1.489 0.043 1.01 1.09 -0.44 0.23
H -0.593 0.121 -2.344 0.58 -0.39 0.03 0.22
H 0.935 -0.777 -2.170 1.31 -0.66 0.08 0.24

10
Properties=species:S:1:pos:R:3:forces:R:3:nbo_charge:R:1 method="wB97M-V/def2-TZVPD" orbital_gap_ev=10.3 lumo_ev=0.84 smiles="NC=O.C=O" homo_energy_ev=-9.43 de_lowest_kcal_mol=52.1 total_charge=0
N 1.558 0.050 -2.369 2.07 -0.92 2.73 -0.84
C 0.462 0.357 -1.589 3.30 -0.62 1.33 0.53
O 0.500 0.465 -0.375 -0.54 -0.13 -0.98 -0.60
H 1.504 0.284 -3.336 0.37 -0.26 -0.45 0.39
H 2.493 -0.270 -1.860 -2.79 1.33 -1.80 0.42
H -0.348 0.394 -2.238 -2.43 0.61 -0.79 0.11
C -1.368 0.115 2.308 3.14 1.43 -3.09 0.25
O -1.371 -1.070 2.313 -0.96 -1.76 1.10 -0.49
H -1.550 0.580 1.266 -0.82 0.30 1.57 0.13
H -0.604 0.673 2.934 -1.34 0.01 0.39 0.11

83
Properties=species:S:1:pos:R:3:forces:R:3:lowdin_spin:R:1 method="wB97M-V/def2-TZVPD" s2=6.091 orbital_gap_ev="3.3 / 4.8" lumo_ev="2.25 / 2.25" spin_multiplicity=5 homo_energy_ev="-1.02 / -2.56" de_lowest_kcal_mol=0.0 total_charge=-1
C -5.178 1.271 2.084 -0.30 0.33 -0.11 0.00
C -3.965 0.469 2.404 0.16 -0.15 0.04 0.00
C -4.040 -0.913 2.469 0.22 0.35 0.12 0.00
C -2.923 -1.687 2.732 0.62 0.16 0.08 0.00
C -3.062 -3.165 2.822 0.14 -0.62 -0.04 0.00
C -1.684 -1.061 2.934 0.07 -0.03 -0.21 0.00
N -0.494 -1.851 3.147 0.20 -0.15 0.44 0.00
C 0.709 -1.713 2.411 0.03 0.63 -0.11 0.00
C 0.817 -1.155 1.191 0.15 -0.49 0.64 0.00
N 1.749 -2.197 3.253 -0.10 -0.43 0.23 0.00
C 3.105 -1.700 3.212 -0.16 0.37 -0.27 0.00
C 3.535 -0.746 4.153 -0.10 -0.38 -0.28 0.00
C 2.727 -0.437 5.365 -0.40 0.41 0.30 0.00
C 4.757 -0.123 3.974 0.07 -0.27 -0.13 0.00
C 5.577 -0.419 2.898 -0.18 -0.21 -0.12 0.00
C 6.863 0.312 2.709 0.36 0.15 -0.15 0.00
C 5.176 -1.415 2.019 0.01 0.30 0.34 0.00
C 3.964 -2.070 2.166 -0.42 -0.07 0.40 0.00
C 3.605 -3.203 1.269 -0.10 -0.28 -0.43 0.00
C 1.137 -2.748 4.403 -0.63 0.44 -0.11 0.00
C -0.189 -2.524 4.351 0.75 0.22 -0.24 0.00
C -1.608 0.342 2.930 0.11 -0.40 0.17 0.00
C -0.344 1.039 3.293 0.34 0.41 -0.01 0.00
C -2.747 1.078 2.658 -0.15 -0.27 -0.07 0.00
H -4.952 2.337 2.018 0.01 -0.07 0.00 0.00
H -5.599 0.963 1.125 -0.06 0.02 0.01 0.00
H -5.944 1.138 2.849 -0.08 -0.01 -0.02 0.00
H -4.991 -1.392 2.319 -0.27 -0.22 -0.10 0.00
H -2.099 -3.650 2.980 -0.11 0.00 -0.07 0.00
H -3.714 -3.436 3.654 -0.06 -0.05 0.00 0.00
H -3.496 -3.573 1.908 -0.06 -0.02 0.01 0.00
H 1.770 -0.976 0.733 0.21 -0.05 -0.11 0.00
H -0.065 -0.859 0.663 -0.27 0.20 -0.11 0.00
H 3.001 0.533 5.789 0.08 -0.09 -0.05 0.00
H 1.663 -0.407 5.136 0.05 -0.04 0.10 0.00
H 2.888 -1.196 6.136 -0.09 0.05 0.00 0.00
H 5.085 0.608 4.693 0.01 0.26 0.23 0.00
H 7.356 0.013 1.782 -0.01 0.01 0.04 0.00
H 6.698 1.390 2.664 0.01 -0.02 0.02 0.00
H 7.553 0.117 3.532 0.02 0.02 0.02 0.00
H 5.824 -1.673 1.200 0.13 -0.15 -0.26 0.00
H 4.383 -3.383 0.525 0.00 0.09 0.03 0.00
H 3.497 -4.120 1.849 -0.12 -0.03 0.03 0.00
H 2.668 -3.024 0.741 -0.05 -0.06 0.03 0.00
H 1.672 -3.215 5.212 0.23 0.00 -0.20 0.00
H -0.907 -2.737 5.120 -0.27 -0.08 -0.18 0.00
H -0.458 2.122 3.234 -0.10 -0.02 0.02 0.00
H -0.056 0.795 4.315 0.08 -0.08 0.08 0.00
H 0.476 0.761 2.631 0.01 -0.01 0.04 0.00
H -2.689 2.153 2.656 0.07 0.29 -0.05 0.00
C -4.505 4.782 -4.529 -0.84 -0.46 0.26 0.02
C -4.349 3.513 -5.217 -0.68 -0.09 0.43 0.02
C -4.306 2.462 -4.216 -1.34 0.94 0.30 0.04
C -4.440 3.087 -2.911 -1.41 0.13 -0.63 0.05
C -4.569 4.516 -3.106 -1.31 -0.90 -0.68 0.05
Fe -2.744 3.807 -3.886 0.23 -0.89 0.00 2.88
C -1.353 5.258 -3.347 1.73 0.24 -1.60 0.06
C -0.927 4.543 -4.583 0.78 2.02 0.79 0.07
C -0.787 3.184 -4.295 0.44 -0.30 1.42 0.06
C -1.106 2.969 -2.839 1.53 2.10 -0.86 0.07
C -0.960 1.812 -2.094 0.04 -1.02 0.07 0.30
C -0.260 0.606 -2.503 -0.51 0.94 0.48 0.05
C -0.618 -0.633 -1.957 0.15 -0.22 -0.05 0.06
C 0.088 -1.776 -2.266 -0.21 0.09 0.19 0.00
C 1.177 -1.714 -3.112 0.26 -0.55 -0.15 0.07
C 1.556 -0.504 -3.658 -0.12 0.25 -0.02 0.00
C 0.846 0.641 -3.363 0.23 -0.06 -0.27 0.06
C -1.482 4.329 -2.308 0.99 -1.28 -0.03 0.06
H -4.593 5.767 -4.997 0.03 -0.47 0.17 0.00
H -4.304 3.378 -6.301 0.00 0.04 0.48 0.00
H -4.178 1.397 -4.409 0.05 0.39 0.12 0.01
H -4.408 2.580 -1.941 -0.03 0.19 -0.47 0.00
H -4.756 5.258 -2.328 0.31 -0.29 -0.23 0.01
H -1.523 6.335 -3.261 0.02 -0.49 -0.17 0.01
H -0.755 5.006 -5.558 -0.04 -0.10 0.45 0.00
H -0.525 2.403 -5.013 -0.13 0.32 0.34 0.00
H -1.343 1.825 -1.083 -0.24 -0.14 0.15 0.02
H -1.457 -0.682 -1.286 -0.28 0.00 0.17 0.00
H -0.204 -2.721 -1.839 -0.08 -0.21 0.13 0.00
H 1.731 -2.607 -3.346 0.12 -0.22 -0.05 0.01
H 2.414 -0.458 -4.307 0.19 0.07 -0.14 0.00
H 1.177 1.586 -3.758 0.00 0.22 -0.06 0.00
H -1.747 4.556 -1.270 0.09 -0.24 -0.51 0.00

113
Properties=species:S:1:pos:R:3:forces:R:3:mulliken_charge:R:1 method="wB97M-V/def2-TZVPD" orbital_gap_ev=8.9 lumo_ev=-0.34 smiles="O=S1(=O)OCCO1.O=S1(=O)OCCO1.O=S1(=O)OCCO1.O=S1(=O)OCCO1.C1CCOC1.NC(N)=O.NC(N)=O.NC(N)=O.NC(N)=O.NC(N)=O.NC(N)=O.NC(N)=O" homo_energy_ev=-9.27 total_charge=0
O 4.679 -10.411 5.014 1.70 3.88 -0.56 -0.53
S 5.346 -9.087 4.955 -0.72 -1.85 1.16 1.10
O 5.890 -8.524 6.191 -1.02 -0.72 -2.38 -0.53
O 6.501 -9.091 3.812 -0.20 -0.31 0.62 -0.28
C 6.456 -7.901 3.042 0.91 0.83 -1.59 -0.22
C 5.411 -7.017 3.622 -1.21 -0.09 0.91 -0.36
O 4.456 -7.982 4.137 0.26 -0.74 1.44 -0.31
H 7.397 -7.353 3.044 0.31 -0.42 0.34 0.26
H 6.256 -8.098 1.988 -0.18 -0.64 0.10 0.29
H 4.800 -6.395 2.967 0.52 -0.05 -0.21 0.30
H 5.850 -6.433 4.431 -0.37 0.11 0.18 0.27
O -1.545 -2.160 -0.072 3.31 1.77 -0.29 -0.51
S -0.241 -1.517 -0.363 -0.35 -0.44 -1.09 1.03
O 0.974 -2.322 -0.546 -2.76 1.90 0.72 -0.51
O -0.444 -0.568 -1.736 1.52 -2.70 1.49 -0.31
C -1.002 0.664 -1.398 -0.08 0.07 -0.03 -0.23
C -0.651 0.951 0.087 -1.49 -0.69 0.33 -0.24
O 0.068 -0.205 0.632 -0.02 -0.94 -1.81 -0.31
H -0.499 1.380 -2.047 -0.42 0.16 0.00 0.24
H -2.056 0.511 -1.633 -0.21 0.95 0.40 0.26
H -1.542 0.953 0.714 -0.15 0.54 -0.27 0.25
H -0.156 1.922 0.133 0.69 -0.59 0.55 0.32
O 4.106 -0.881 -9.936 0.56 -1.48 3.95 -0.53
S 4.271 -1.532 -8.603 -0.33 -0.77 -2.36 1.08
O 4.497 -2.985 -8.573 -0.38 3.42 0.23 -0.52
O 5.380 -0.781 -7.669 0.51 -1.38 -1.57 -0.31
C 4.824 0.195 -6.857 -0.87 1.54 0.35 -0.26
C 3.431 -0.307 -6.548 0.71 -1.10 1.36 -0.30
O 3.037 -1.125 -7.629 -0.03 -0.17 -2.05 -0.30
H 5.434 0.341 -5.965 -0.03 -0.30 -0.06 0.30
H 4.727 1.167 -7.341 0.39 0.01 -0.48 0.28
H 2.725 0.494 -6.329 -0.09 -0.35 -0.13 0.30
H 3.547 -1.063 -5.770 -0.44 0.59 0.80 0.27
O -8.352 -1.153 2.732 1.29 -0.37 0.35 -0.53
S -7.131 -0.417 2.865 -0.44 1.30 1.20 1.09
O -6.875 0.580 1.872 0.76 -0.96 0.51 -0.53
O -7.131 0.363 4.318 0.02 -0.41 -2.02 -0.33
C -6.733 -0.576 5.286 1.30 0.42 0.67 -0.39
C -5.556 -1.403 4.641 -1.64 -0.60 1.49 -0.22
O -5.815 -1.351 3.262 -1.02 0.77 -1.88 -0.26
H -6.317 0.036 6.087 -0.32 -0.31 0.31 0.28
H -7.623 -1.130 5.586 0.39 -0.42 0.15 0.30
H -5.640 -2.429 4.998 -0.18 -0.19 -0.27 0.26
H -4.541 -1.126 4.928 -0.13 0.80 -0.53 0.31
C 4.013 3.813 5.011 1.31 0.91 0.39 -0.41
C 4.171 5.345 4.987 -0.06 0.58 0.99 -0.49
C 3.141 5.881 6.022 -0.76 -1.09 -0.84 -0.40
O 2.716 4.742 6.850 1.66 0.34 -0.39 -0.41
C 3.039 3.521 6.153 -1.05 0.24 -1.09 -0.42
H 4.977 3.426 5.341 0.10 -0.24 -0.36 0.17
H 3.833 3.441 4.003 -0.55 -0.30 0.33 0.34
H 4.102 5.802 3.999 -0.41 -0.07 0.05 0.32
H 5.147 5.651 5.365 0.18 -0.24 -0.08 0.22
H 2.230 6.217 5.527 -0.02 0.21 -0.17 0.22
H 3.535 6.726 6.587 -0.04 -0.41 0.47 0.32
H 2.099 3.166 5.731 -0.15 -0.32 0.06 0.23
H 3.469 2.728 6.764 -0.25 0.41 0.62 0.32
N -7.155 -0.212 -3.809 5.11 3.21 -0.95 -0.37
C -8.280 -0.807 -3.706 -0.68 0.03 1.77 0.67
N -9.110 -0.206 -2.896 -2.35 1.73 1.50 -0.43
O -8.498 -1.882 -4.099 -1.27 -5.49 -3.10 -0.63
H -6.478 -0.489 -4.506 -0.17 0.11 0.35 0.21
H -7.041 0.639 -3.277 0.58 -0.13 -0.61 0.14
H -9.889 -0.810 -2.675 -0.07 0.82 0.64 0.23
H -8.776 0.632 -2.441 -1.11 -0.33 0.43 0.17
N -0.773 -7.869 -1.355 -2.28 1.51 -2.67 -0.38
C -0.148 -8.247 -0.282 -0.99 -2.34 2.15 0.63
N 1.149 -8.092 -0.358 4.08 0.65 -0.09 -0.46
O -0.602 -8.874 0.659 -1.26 -0.13 0.49 -0.65
H -0.209 -7.577 -2.141 -0.60 -0.10 0.04 0.20
H -1.778 -7.950 -1.414 0.28 0.06 -0.10 0.22
H 1.518 -7.208 -0.678 0.33 -0.34 0.18 0.22
H 1.598 -8.643 0.359 0.42 0.69 0.00 0.23
N -0.026 5.437 -6.778 -4.10 -0.83 -5.50 -0.38
C 0.676 5.563 -5.758 -0.40 0.85 4.87 0.68
N 1.925 5.671 -5.945 6.99 0.45 -0.45 -0.39
O 0.210 5.636 -4.643 -1.11 -0.38 2.49 -0.70
H -0.947 5.104 -6.532 -0.16 0.22 -1.13 0.24
H 0.465 5.431 -7.660 -1.15 -0.46 -0.21 0.18
H 2.498 5.565 -5.121 0.05 0.31 -0.32 0.22
H 2.377 5.697 -6.848 -0.08 -0.16 0.33 0.16
N -3.033 5.002 5.762 0.68 0.51 5.14 -0.37
C -3.250 4.906 4.495 0.65 -0.63 -3.17 0.68
N -4.415 4.357 4.112 -1.21 -0.13 -0.04 -0.38
O -2.369 5.190 3.705 0.54 0.16 -1.08 -0.67
H -2.073 5.102 6.061 -0.27 0.31 -0.21 0.22
H -3.714 4.919 6.503 0.05 -0.15 -0.39 0.16
H -4.514 4.125 3.134 -0.32 0.16 0.41 0.20
H -5.105 4.169 4.825 -0.10 -0.26 -0.71 0.16
N 1.090 7.866 -0.400 -5.47 -4.70 1.56 -0.35
C 1.890 8.854 -0.468 3.43 2.91 4.45 0.70
N 2.526 8.818 -1.575 1.84 0.61 -4.83 -0.36
O 2.291 9.563 0.465 -1.06 0.12 0.18 -0.69
H 0.733 7.495 0.469 0.03 0.64 -0.05 0.18
H 0.672 7.440 -1.215 0.18 0.11 0.15 0.16
H 3.292 9.463 -1.706 -0.33 -0.37 -0.54 0.21
H 2.164 8.077 -2.158 1.34 0.62 -0.98 0.14
N 6.325 2.872 -0.129 2.28 2.28 0.77 -0.42
C 5.591 2.058 -0.858 -2.48 3.86 0.06 0.73
N 5.734 0.864 -0.491 1.04 -7.56 1.07 -0.37
O 4.666 2.417 -1.541 -1.33 0.95 -1.98 -0.68
H 6.098 3.857 -0.128 0.57 -0.27 0.04 0.21
H 7.047 2.420 0.413 -0.08 1.14 0.23 0.15
H 6.530 0.577 0.060 -0.54 -0.30 -0.09 0.15
H 4.973 0.227 -0.679 0.51 -0.10 -0.13 0.22
N -7.028 -7.188 -3.452 -2.85 -3.33 -4.55 -0.40
C -6.395 -7.157 -2.325 0.40 -4.60 0.60 0.68
N -6.256 -5.924 -2.116 2.62 6.69 4.12 -0.31
O -6.016 -8.138 -1.683 0.14 0.64 -0.06 -0.67
H -7.383 -6.328 -3.845 -0.26 -1.08 -0.49 0.14
H -7.286 -8.121 -3.740 -0.50 0.47 -0.55 0.22
H -5.498 -5.699 -1.488 -0.42 0.85 0.01 0.21
H -6.679 -5.284 -2.773 0.88 0.45 0.89 0.15

50
Properties=species:S:1:pos:R:3:forces:R:3:nbo_charge:R:1 method="wB97M-V/def2-TZVPD" orbital_gap_ev=4.7 lumo_ev=3.48 homo_energy_ev=-1.22 total_charge=-2
Na 0.890 0.336 -0.126 0.43 -0.26 0.01 0.87
N 4.448 2.008 -0.524 0.10 -0.10 -0.10 -0.80
C 4.574 0.694 -0.330 0.21 -0.35 -0.06 0.30
N 3.595 -0.165 -0.169 0.00 -0.03 -0.05 -0.55
C 4.086 -1.459 -0.090 -0.13 0.13 0.06 0.13
C 5.427 -1.596 -0.182 0.25 -0.10 0.03 -0.48
S 6.172 -0.051 -0.379 -0.17 0.13 -0.02 0.30
C 3.178 -2.604 0.097 -0.07 0.15 0.02 0.13
C 3.438 -3.861 -0.334 0.08 -0.16 -0.14 -0.46
S 2.151 -4.917 0.119 -0.11 0.09 0.08 0.32
C 1.342 -3.554 0.864 0.06 -0.31 -0.04 0.27
N 1.983 -2.439 0.769 0.10 0.24 0.09 -0.48
N 0.175 -3.737 1.567 0.22 0.10 0.05 -0.81
H 3.550 2.441 -0.362 -0.29 0.14 0.08 0.43
H 5.228 2.637 -0.433 0.00 0.04 0.09 0.42
H 6.022 -2.495 -0.098 -0.14 0.10 0.03 0.23
H 4.279 -4.218 -0.912 -0.14 0.11 0.04 0.23
H -0.448 -4.434 1.195 -0.10 -0.01 -0.07 0.39
H -0.293 -2.865 1.777 0.01 0.01 -0.05 0.42
I 1.377 3.648 0.361 -0.27 0.15 0.03 0.22
I 4.348 5.540 0.594 0.31 0.06 0.01 -0.93
Cl 0.042 -2.428 -2.865 0.01 -0.02 -0.04 -0.06
C -1.090 -2.293 -1.515 0.03 0.08 0.17 0.02
C -0.806 -1.362 -0.533 -0.46 -0.22 0.05 -0.42
C -1.724 -1.335 0.508 -0.06 -0.16 -0.37 -0.11
Cl -1.411 -0.230 1.838 -0.05 -0.08 0.18 -0.01
C -2.850 -2.159 0.589 0.08 0.08 0.05 -0.10
Cl -3.936 -2.091 1.942 0.02 0.01 -0.03 0.00
C -3.084 -3.079 -0.433 0.11 0.02 -0.01 -0.11
Cl -4.451 -4.143 -0.360 0.03 0.04 -0.02 0.00
C -2.189 -3.149 -1.503 0.00 -0.03 0.01 -0.14
Cl -2.461 -4.309 -2.769 -0.02 0.02 0.03 -0.01
C -1.221 3.378 2.442 -0.10 -0.02 -0.02 -0.63
C -2.026 3.115 1.194 0.05 -0.10 -0.07 -0.12
C -3.408 3.276 1.267 0.07 -0.02 -0.02 -0.22
C -4.260 2.927 0.231 0.10 -0.04 -0.06 -0.29
C -3.692 2.385 -0.919 0.11 0.03 0.08 -0.22
C -2.322 2.221 -1.052 0.14 0.08 0.09 -0.10
C -1.758 1.682 -2.341 -0.08 0.11 0.05 -0.63
C -1.418 2.593 0.008 -0.01 0.24 -0.10 0.26
N -0.089 2.331 -0.217 -0.60 -0.04 -0.01 -1.05
H -1.883 3.353 3.312 0.00 0.01 0.00 0.19
H -0.713 4.344 2.435 0.07 -0.03 -0.02 0.22
H -0.454 2.613 2.581 0.03 0.02 -0.04 0.22
H -3.831 3.661 2.192 0.04 0.00 0.01 0.18
H -5.333 3.060 0.319 0.02 -0.01 0.00 0.18
H -4.331 2.100 -1.750 0.01 -0.01 -0.03 0.18
H -2.494 1.768 -3.146 0.02 -0.04 0.04 0.18
H -1.475 0.632 -2.249 0.07 -0.07 0.00 0.21
H -0.852 2.228 -2.613 -0.01 0.00 0.01 0.23